{
  "formula": "C24H30Cl2F5N7OSe3SiY",
  "method": "ωB97M-V/def2-TZVPD",
  "e_lumo_ha": -0.113,
  "homo_lumo_gap_ev": 6.81,
  "total_charge": 1,
  "species": ["Y", "Se", "Se", "C", "C", "C", "C", "C", "N", "C", "C", "C", "C", "C", "N", "H", "H", "H", "H", "H", "H", "H", "H", "C", "N", "C", "C", "N", "N", "C", "N", "N", "H", "H", "H", "H", "H", "H", "H", "H", "H", "H", "H", "C", "Si", "C", "C", "O", "H", "H", "H", "H", "H", "H", "H", "H", "H", "Cl", "C", "Cl", "H", "H", "F", "C", "C", "F", "C", "F", "C", "Se", "C", "F", "C", "F"],
  "xyz": [[0.545622, -0.671691, 0.377026], [1.955275, 0.640356, -1.840899], [3.274694, 1.716373, -0.224621], [4.038646, 0.063278, 0.371664], [5.362610, 0.054931, 0.793137], [5.903308, -1.136474, 1.239267], [5.116222, -2.279943, 1.219815], [3.817785, -2.177267, 0.761988], [3.269524, -1.025045, 0.357988], [0.815071, 2.152698, -2.247100], [1.107243, 2.942988, -3.348215], [0.227465, 3.967475, -3.664146], [-0.902038, 4.146586, -2.883244], [-1.104001, 3.294927, -1.809040], [-0.257106, 2.317484, -1.485154], [5.946984, 0.963461, 0.753411], [6.931784, -1.176574, 1.572375], [5.505196, -3.235442, 1.541346], [3.176899, -3.049882, 0.724099], [1.988793, 2.749587, -3.943078], [0.421778, 4.605279, -4.516127], [-1.619799, 4.924404, -3.103023], [-1.989993, 3.377199, -1.189914], [-0.722912, 3.543634, 4.114645], [-0.429859, 3.120309, 2.750737], [-1.012615, 3.889299, 1.664491], [0.247925, 1.984086, 2.464916], [0.306137, 1.447123, 1.291600], [0.930284, 1.446718, 3.539999], [1.616567, 0.251388, 3.624916], [2.028601, -0.034854, 4.894837], [1.887298, -0.467197, 2.596509], [0.106838, 4.096096, 4.566812], [-0.991718, 2.694957, 4.744625], [-1.585598, 4.203062, 4.097586], [-1.227622, 4.891865, 2.023913], [-1.944240, 3.442141, 1.304769], [-0.308182, 3.977775, 0.837659], [-0.270814, 1.930314, 0.608396], [0.897255, 1.980213, 4.389528], [1.579403, 0.394685, 5.685309], [2.372064, -0.963991, 5.066018], [2.379795, -1.308164, 2.881069], [-0.046966, -0.865021, -4.212879], [-1.307055, -1.066445, -2.805443], [-2.577490, 0.294967, -3.115066], [-2.174035, -2.725498, -3.111608], [-0.594094, -1.067022, -1.352493], [-0.525608, -1.009861, -5.184178], [0.771663, -1.583013, -4.139865], [0.384518, 0.139583, -4.228854], [-3.228683, -0.023774, -3.932617], [-2.108779, 1.230213, -3.425496], [-3.209515, 0.501249, -2.251339], [-3.055583, -2.572098, -3.737766], [-2.516609, -3.188379, -2.181039], [-1.534187, -3.437154, -3.640165], [2.020045, -2.702083, -1.898292], [0.800039, -3.894791, -1.443138], [0.353998, -3.580447, 0.249069], [1.210846, -4.892734, -1.532510], [-0.077195, -3.738681, -2.057995], [-5.802089, -3.053873, -0.451989], [-4.692754, -2.771328, 0.223624], [-4.079411, -1.540904, 0.052303], [-4.618139, -0.647840, -0.780075], [-2.926298, -1.266600, 0.757190], [-2.301946, -0.082674, 0.576144], [-2.369731, -2.166410, 1.652606], [-0.799850, -1.687635, 2.601336], [-3.001101, -3.394371, 1.800512], [-2.491903, -4.304001, 2.630141], [-4.149985, -3.702550, 1.092811], [-4.742656, -4.884979, 1.241157]],
  "forces_ev_per_angstrom": [[0.236, -0.380, 0.268], [0.181, 0.492, -0.466], [0.440, 0.238, 0.027], [-0.067, -0.115, -0.088], [-0.052, 0.063, 0.008], [-0.017, 0.004, -0.007], [0.045, 0.019, 0.028], [-0.015, -0.044, 0.018], [0.074, 0.090, -0.061], [-0.052, 0.002, 0.035], [0.051, -0.083, -0.011], [0.001, 0.013, -0.021], [0.010, 0.013, -0.027], [0.030, -0.080, -0.024], [-0.062, 0.037, 0.008], [0.027, -0.015, -0.009], [-0.004, -0.006, 0.014], [-0.018, -0.007, -0.009], [-0.005, 0.007, -0.015], [0.007, 0.013, 0.008], [-0.015, 0.007, 0.007], [-0.005, -0.013, -0.009], [0.008, 0.042, -0.014], [0.044, 0.003, 0.034], [-0.008, 0.113, 0.082], [-0.030, -0.017, -0.011], [0.057, -0.067, -0.098], [-0.318, 0.159, 0.060], [-0.140, 0.034, 0.111], [0.132, -0.173, -0.132], [0.092, 0.077, 0.079], [-0.226, 0.176, 0.112], [0.003, -0.025, -0.002], [-0.019, -0.005, -0.011], [-0.006, -0.003, -0.022], [0.001, 0.001, 0.009], [0.015, -0.020, -0.027], [-0.004, -0.011, 0.007], [0.024, 0.147, -0.010], [0.028, 0.025, 0.006], [-0.079, -0.011, -0.028], [0.011, -0.017, -0.009], [0.028, -0.023, -0.016], [-0.037, -0.015, 0.312], [-0.320, -0.170, -0.894], [0.134, -0.075, 0.232], [0.024, 0.191, 0.151], [0.105, 0.243, 0.324], [-0.090, -0.010, 0.030], [0.005, 0.006, -0.043], [0.033, 0.035, -0.036], [0.000, -0.002, 0.002], [0.071, 0.017, 0.006], [0.006, 0.005, -0.010], [0.011, -0.032, -0.013], [0.012, -0.008, -0.001], [0.000, -0.019, 0.018], [0.267, -0.453, -0.409], [0.003, 0.181, -0.008], [0.030, -0.442, 0.070], [0.011, -0.004, 0.022], [-0.032, -0.032, 0.034], [-0.027, -0.026, -0.015], [0.006, 0.023, -0.014], [-0.008, -0.009, 0.017], [-0.003, 0.020, 0.010], [0.055, -0.180, 0.162], [-0.306, 0.258, -0.085], [-0.173, -0.082, -0.026], [-0.159, -0.182, 0.437], [0.079, 0.263, -0.090], [-0.074, -0.096, 0.008], [-0.025, -0.049, 0.008], [-0.002, -0.016, 0.009]],
  "mulliken_charge": [-1.799, 0.177, 0.000, 0.419, -0.955, -0.387, -0.865, -0.335, 0.676, -0.243, -0.644, -0.461, -0.812, -0.494, 0.609, 0.457, 0.429, 0.474, 0.360, 0.527, 0.464, 0.458, 0.477, -1.294, 0.137, -1.173, 0.678, 0.600, -0.027, 0.245, -0.501, -0.134, 0.313, 0.458, 0.446, 0.541, 0.255, 0.432, -0.209, 0.248, 0.181, 0.219, 0.007, -1.187, 0.939, -1.131, -1.484, 0.977, 0.442, 0.267, 0.259, 0.503, 0.255, 0.224, 0.446, 0.313, 0.455, -0.027, 0.309, -0.074, 0.530, -0.535, -0.323, 0.683, -0.312, -0.382, 0.351, 0.068, -0.374, -0.142, 0.360, -0.338, 0.280, -0.304]
}